{"formula": "C23H21AsMnNO6S2", "method": "ωB97M-V with the def2-TZVPD basis set", "orbital_gap_ev": [5.786, 7.142], "multiplicity": 4, "homo_ev": [-11.782, -11.797], "s2": 3.966, "total_charge": 1, "elements": ["Mn", "C", "C", "C", "C", "C", "C", "C", "C", "S", "C", "N", "C", "C", "C", "C", "C", "C", "C", "C", "H", "H", "H", "H", "H", "H", "H", "H", "H", "H", "H", "H", "H", "H", "H", "H", "O", "As", "O", "O", "C", "C", "C", "C", "C", "C", "S", "O", "O", "O", "H", "H", "H", "H", "H"], "positions_angstrom": [[-1.125336, -0.712344, 0.309723], [0.348110, 6.125179, 0.862793], [-0.776006, 5.194468, 0.386529], [-0.410304, 4.653218, -0.993063], [-2.087289, 5.985697, 0.279953], [-0.963840, 4.068168, 1.401337], [-1.234704, 4.402169, 2.747633], [-1.402912, 3.458687, 3.731719], [-1.309594, 2.120094, 3.357682], [-1.420417, 0.709021, 4.370195], [-1.172969, -0.281438, 3.024895], [-1.015720, 0.380248, 1.895363], [-1.070495, 1.771318, 2.032278], [-0.885343, 2.735952, 1.042499], [-1.023106, -1.730745, 2.930024], [-1.043109, -2.659867, 3.956183], [-0.768256, -3.990718, 3.655582], [-0.465930, -4.380385, 2.357312], [-0.455115, -3.450086, 1.312165], [-0.739817, -2.149820, 1.635260], [0.504681, 6.912033, 0.123934], [1.286957, 5.581009, 0.980761], [0.113385, 6.607840, 1.811814], [-0.273334, 5.490078, -1.678754], [-1.183735, 4.007092, -1.409868], [0.522801, 4.086837, -0.974598], [-1.962006, 6.812279, -0.420931], [-2.390131, 6.406995, 1.239671], [-2.898265, 5.352339, -0.084007], [-1.316358, 5.444545, 3.022913], [-1.603496, 3.746997, 4.754397], [-0.694166, 2.443955, 0.017154], [-1.261311, -2.356524, 4.972778], [-0.779285, -4.728509, 4.445449], [-0.233082, -5.414906, 2.143854], [-0.219973, -3.759602, 0.301623], [1.421380, -0.632317, -3.055250], [0.050122, 0.092455, -2.274103], [-0.001524, 1.692449, -2.473830], [0.360519, -0.449949, -0.584246], [-1.336154, -1.147793, -2.866856], [-0.961409, -2.001826, -3.902221], [-1.846640, -2.949847, -4.398701], [-3.121626, -3.069328, -3.876094], [-3.524973, -2.235369, -2.847089], [-2.642467, -1.287655, -2.348480], [-3.233969, -0.343230, -0.984101], [-4.563302, 0.091816, -1.151953], [-2.977573, -1.232919, 0.245564], [-2.146254, 0.671482, -0.807163], [2.075397, 0.065362, -3.210779], [0.027348, -1.916358, -4.326995], [-1.532698, -3.595832, -5.207305], [-3.806547, -3.806775, -4.271413], [-4.525549, -2.304436, -2.440295]], "forces_ev_per_a": [[1.00, 0.23, 1.02], [0.02, 0.00, -0.01], [-0.03, -0.08, 0.03], [0.06, 0.04, -0.04], [-0.02, 0.01, 0.00], [0.00, 0.12, 0.05], [-0.02, 0.02, -0.06], [-0.02, -0.04, -0.02], [0.02, 0.11, 0.12], [-0.05, 0.06, 0.10], [0.14, -0.33, 0.01], [-0.04, 0.20, -0.32], [-0.01, -0.19, 0.07], [-0.03, -0.03, -0.04], [0.07, 0.26, 0.14], [0.01, -0.10, 0.06], [-0.01, 0.06, -0.03], [0.01, 0.06, -0.02], [-0.01, -0.17, 0.12], [-0.16, 0.10, -0.44], [0.00, 0.01, 0.00], [-0.01, -0.01, -0.01], [-0.01, 0.00, 0.01], [-0.01, 0.00, -0.01], [-0.02, 0.01, 0.01], [-0.01, 0.00, -0.01], [0.00, 0.00, 0.00], [0.01, 0.00, 0.00], [0.01, -0.01, 0.00], [0.02, 0.01, -0.01], [0.02, -0.01, 0.01], [0.04, -0.01, 0.07], [0.01, -0.02, 0.01], [0.00, 0.00, 0.00], [-0.01, -0.01, 0.02], [-0.02, 0.00, 0.00], [0.03, 0.03, 0.09], [-0.01, 0.17, 0.06], [-0.01, -0.25, 0.11], [-0.25, -0.01, -0.22], [-0.22, -0.12, 0.06], [-0.03, 0.11, 0.06], [0.00, -0.02, -0.04], [-0.02, -0.07, -0.06], [0.07, 0.11, -0.03], [0.02, -0.08, -0.21], [0.18, 0.12, 0.12], [-0.10, -0.05, 0.03], [-0.32, 0.02, -0.55], [-0.34, -0.18, -0.19], [0.03, -0.05, -0.06], [0.01, -0.02, -0.01], [0.02, 0.01, 0.00], [-0.01, 0.01, 0.00], [0.00, 0.01, 0.02]]}

=====

{"formula": "C23H21Br3N4O4", "method": "ωB97M-V with the def2-TZVPD basis set", "orbital_gap_ev": 8.674, "multiplicity": 1, "homo_ev": -9.867, "elements": ["C", "Br", "Br", "Br", "H", "C", "C", "C", "C", "C", "C", "N", "O", "O", "H", "H", "H", "H", "H", "C", "C", "C", "C", "C", "C", "N", "O", "O", "H", "H", "H", "H", "H", "N", "C", "C", "C", "C", "C", "H", "H", "H", "H", "H", "N", "C", "C", "C", "C", "C", "H", "H", "H", "H", "H"], "positions_angstrom": [[1.788746, 0.811861, -1.006814], [2.202456, 1.591321, 0.703026], [3.331006, 0.130451, -2.110224], [0.682196, 2.153751, -1.892274], [1.219186, -0.098849, -0.821584], [-0.803874, 3.490241, 2.049386], [-1.885824, 3.823441, 2.934606], [-2.927974, 4.617611, 2.487136], [-2.807754, 5.183531, 1.177726], [-1.704874, 4.910821, 0.340836], [-0.723424, 4.067621, 0.773626], [-3.922094, 5.978261, 0.581566], [-5.003994, 6.099971, 1.150816], [-3.752154, 6.606211, -0.449364], [-0.015214, 2.768431, 2.202406], [-2.029524, 3.526721, 3.963056], [-3.754324, 4.741411, 3.171406], [-1.550444, 5.447341, -0.583664], [0.094436, 3.867991, 0.097116], [-0.354414, -2.560759, -0.330404], [-0.663954, -2.039219, 0.934866], [0.363186, -1.855069, 1.865486], [1.651546, -2.237589, 1.540016], [1.902626, -2.889839, 0.291456], [0.950696, -2.969199, -0.663894], [2.708526, -1.956699, 2.429936], [3.891156, -1.907559, 1.920416], [2.434116, -2.107299, 3.614546], [-1.143414, -2.629129, -1.064714], [-1.629064, -1.657519, 1.233646], [0.273466, -1.340409, 2.810726], [2.854946, -3.307109, -0.000734], [1.249546, -3.385929, -1.614384], [-4.311094, 1.478031, 0.899606], [-5.074804, 1.811861, -0.163044], [-4.792554, 1.451471, -1.510474], [-3.593374, 0.821031, -1.715764], [-2.684794, 0.586021, -0.697794], [-3.071074, 0.890011, 0.588436], [-6.106034, 2.113511, -0.053584], [-5.558704, 1.458891, -2.271634], [-3.478164, 0.468111, -2.729944], [-1.735214, 0.119751, -0.915274], [-2.448184, 0.665911, 1.441776], [3.648936, -4.868809, -3.094404], [3.718016, -3.582819, -2.762864], [4.520196, -3.140559, -1.756714], [5.160916, -4.060819, -0.986804], [5.056456, -5.465939, -1.236294], [4.324426, -5.744359, -2.351604], [3.191676, -2.873259, -3.384064], [4.655676, -2.129479, -1.402084], [5.819216, -3.904299, -0.145054], [5.669946, -6.222059, -0.769064], [4.162996, -6.746999, -2.719104]], "forces_ev_per_a": [[0.14, -0.11, -0.41], [0.61, -0.45, -0.02], [-1.10, 0.98, 0.85], [0.39, -0.84, -0.48], [-0.07, 0.33, -0.10], [-0.83, 0.46, -0.08], [0.87, -0.15, -1.24], [0.63, 0.59, -1.79], [-0.25, -0.92, 0.21], [-1.23, 1.31, 0.63], [-0.10, -0.50, 1.12], [-1.42, 1.75, 0.12], [0.95, -1.27, 0.87], [1.34, -0.75, -0.29], [-0.09, -0.04, 0.95], [0.67, -0.65, -0.04], [-0.26, 0.45, -0.46], [-0.53, -0.07, -0.17], [0.11, -0.15, 0.32], [-0.36, 0.30, 0.17], [0.94, 0.12, -0.09], [0.73, 0.14, -0.25], [-1.31, -0.59, -2.87], [1.37, 0.86, 1.44], [-1.64, 0.03, 0.33], [3.61, -2.43, 0.02], [-3.30, 0.59, 1.80], [0.87, 1.17, -0.56], [-0.09, -0.05, -0.09], [-0.28, -0.28, -0.43], [-0.54, -0.04, 0.06], [0.29, 0.33, 0.64], [-0.43, -0.07, -0.15], [1.39, -0.16, -1.78], [0.13, -1.65, -0.55], [0.43, -0.22, 2.06], [-0.52, 0.00, -1.35], [-0.12, 0.02, 0.28], [-2.20, 1.25, 0.30], [0.04, 0.61, 0.96], [0.06, 0.47, -0.04], [0.75, -0.18, -0.08], [0.07, -0.06, 0.12], [0.04, 0.03, 0.10], [-0.38, 0.65, -0.01], [-0.05, -0.36, -1.13], [0.75, 0.82, 1.75], [1.26, -3.54, 1.13], [0.34, 2.30, -0.77], [-1.12, -1.14, -0.90], [-0.25, 0.00, -0.14], [-0.33, 0.26, -0.60], [-0.07, 1.12, 0.06], [-0.23, 0.11, 0.39], [0.34, -0.39, 0.17]]}

=====

{"formula": "C23H21Cl3DyN7O5", "method": "ωB97M-V with the def2-TZVPD basis set", "orbital_gap_ev": [7.547, 7.545], "multiplicity": 6, "homo_ev": [-7.681, -7.680], "s2": 9.331, "elements": ["Dy", "O", "C", "C", "C", "C", "C", "C", "C", "N", "C", "C", "N", "C", "C", "C", "C", "C", "C", "C", "O", "H", "H", "H", "H", "H", "H", "H", "H", "H", "H", "H", "H", "H", "H", "N", "N", "C", "N", "N", "N", "O", "O", "H", "H", "H", "H", "H", "Cl", "C", "C", "C", "Cl", "C", "O", "C", "Cl", "C", "H", "H"], "positions_angstrom": [[0.556801, -0.282026, -0.344688], [1.666123, -1.756793, 0.819082], [0.985620, -2.671375, 1.478424], [1.247289, -2.922561, 2.839294], [0.495683, -3.813725, 3.572662], [-0.553138, -4.527408, 2.983722], [-0.792588, -4.337358, 1.642803], [-0.039730, -3.437637, 0.876796], [-0.325356, -3.366039, -0.548270], [0.232752, -2.569955, -1.372562], [-0.192349, -2.616819, -2.767357], [-0.887628, -1.304920, -3.086911], [0.021220, -0.215684, -2.742107], [0.251386, 0.698119, -3.597539], [1.115593, 1.847678, -3.385398], [1.071695, 2.877731, -4.333555], [1.802269, 4.035787, -4.187537], [2.611360, 4.166230, -3.054983], [2.689911, 3.157747, -2.116548], [1.958765, 1.958631, -2.250940], [2.067783, 1.018544, -1.354723], [2.058105, -2.370087, 3.303020], [0.720709, -3.958016, 4.623650], [-1.150121, -5.219500, 3.562851], [-1.581024, -4.897569, 1.147618], [-1.063467, -4.086349, -0.916319], [-0.858072, -3.459078, -2.971982], [0.693138, -2.712286, -3.396467], [-1.765867, -1.225463, -2.440802], [-1.216856, -1.269508, -4.128997], [-0.245235, 0.648812, -4.572352], [0.424211, 2.752810, -5.196010], [1.747228, 4.824727, -4.925976], [3.190402, 5.071099, -2.914233], [3.337336, 3.252039, -1.250339], [2.688095, 0.779572, 1.433070], [2.494831, 2.099294, 1.833152], [1.446553, 2.793441, 1.340008], [1.338735, 4.089661, 1.628960], [0.617008, 2.081205, 0.602796], [-0.370591, 2.664383, -0.102427], [-0.959360, 1.853552, -0.817875], [-0.651054, 3.858485, -0.042850], [2.836352, 0.152810, 2.208949], [3.404505, 0.709621, 0.722709], [3.176999, 2.573549, 2.399977], [2.058923, 4.575336, 2.130340], [0.590746, 4.590034, 1.169405], [-5.243012, -0.294285, 4.640057], [-4.136646, -0.407517, 3.297257], [-2.792586, -0.163276, 3.497462], [-1.939743, -0.269383, 2.417330], [-0.236814, 0.060316, 2.607400], [-2.347390, -0.617143, 1.119002], [-1.509528, -0.719628, 0.127676], [-3.727782, -0.838441, 0.981968], [-4.321961, -1.285165, -0.590422], [-4.610905, -0.743517, 2.041687], [-2.415584, 0.101461, 4.475484], [-5.663743, -0.934162, 1.885554]], "forces_ev_per_a": [[0.60, 0.20, -0.01], [0.07, -0.50, 0.59], [0.29, -0.04, -0.14], [0.15, 0.02, 0.07], [-0.03, -0.03, 0.00], [0.06, 0.04, 0.06], [-0.05, -0.07, -0.09], [-0.16, -0.02, -0.21], [0.25, -0.15, 0.01], [-0.30, 0.04, -0.26], [0.11, -0.03, 0.18], [-0.02, 0.13, 0.06], [-0.38, -0.17, -0.07], [0.16, 0.12, 0.00], [-0.21, -0.07, -0.09], [-0.06, -0.05, -0.02], [0.05, 0.00, 0.08], [-0.03, -0.04, -0.01], [0.11, 0.10, -0.04], [0.12, -0.15, 0.14], [0.27, 0.14, -0.52], [-0.05, -0.02, 0.00], [-0.01, 0.00, -0.03], [0.03, 0.03, -0.01], [0.03, 0.03, 0.02], [-0.03, -0.09, 0.02], [-0.07, -0.09, 0.02], [0.07, -0.06, -0.03], [-0.07, 0.06, -0.02], [0.07, 0.04, -0.09], [0.02, 0.02, -0.05], [0.01, 0.00, 0.01], [0.00, -0.03, 0.03], [0.01, 0.00, 0.01], [-0.01, 0.01, -0.04], [-0.18, 0.17, -0.05], [-0.10, -0.02, 0.07], [0.27, 0.06, 0.01], [-0.01, -0.03, 0.02], [-0.33, 0.21, -0.06], [-0.25, 0.09, -0.16], [0.03, 0.58, 0.04], [0.04, -0.32, 0.00], [-0.04, -0.02, 0.06], [0.04, -0.05, -0.06], [0.10, 0.04, 0.00], [0.05, 0.00, -0.01], [-0.02, 0.04, 0.02], [0.05, 0.00, -0.08], [-0.08, -0.01, 0.04], [0.13, 0.02, 0.07], [0.06, 0.05, 0.03], [-0.27, -0.05, 0.48], [0.16, 0.03, -0.26], [-0.55, -0.04, 0.35], [-0.11, -0.15, -0.06], [0.02, 0.04, 0.09], [-0.10, -0.03, -0.09], [0.00, 0.00, -0.02], [0.02, 0.00, 0.00]]}

=====

{"formula": "C23H21Cl5N5O2Ti", "method": "ωB97M-V with the def2-TZVPD basis set", "orbital_gap_ev": [5.183, 4.527], "multiplicity": 1, "homo_ev": [-8.780, -8.122], "total_charge": 1, "elements": ["Ti", "O", "C", "C", "C", "C", "C", "C", "C", "O", "N", "N", "C", "C", "C", "C", "C", "C", "N", "H", "H", "H", "H", "H", "H", "H", "H", "H", "H", "Cl", "C", "C", "C", "Cl", "C", "Cl", "C", "Cl", "C", "Cl", "N", "C", "C", "N", "C", "C", "H", "H", "H", "H", "H", "H", "H", "H", "H", "H", "H"], "positions_angstrom": [[-0.670906, 0.208366, -0.300486], [2.979494, -2.272548, 0.309641], [3.769608, -1.421298, -0.400071], [5.019699, -1.809027, -0.864697], [5.797041, -0.938100, -1.605828], [5.337441, 0.336925, -1.898112], [4.120073, 0.747222, -1.404520], [3.319761, -0.115304, -0.652146], [1.989712, 0.323499, -0.252945], [1.063410, -0.511290, 0.082355], [1.696042, 1.618176, -0.277206], [0.382668, 1.768722, -0.118822], [-0.240486, 2.917076, 0.074825], [-1.648913, 2.798339, 0.039143], [-2.565702, 3.848040, 0.215802], [-3.918910, 3.589331, 0.125846], [-4.342108, 2.285051, -0.162133], [-3.397621, 1.293819, -0.334023], [-2.081407, 1.512405, -0.213228], [3.381259, -3.150778, 0.300154], [5.387876, -2.802927, -0.647279], [6.763433, -1.255585, -1.962697], [5.921076, 1.004670, -2.510056], [3.736106, 1.735106, -1.590930], [0.288521, 3.856002, 0.184283], [-2.202662, 4.847809, 0.405112], [-4.640900, 4.381306, 0.242462], [-5.386458, 2.055243, -0.277783], [-3.693288, 0.275304, -0.594920], [-0.860049, -2.540006, -0.794915], [-0.313283, -1.731979, -2.227825], [-0.515712, -0.360578, -2.200336], [-0.084092, 0.355211, -3.306661], [-0.258267, 2.057267, -3.174592], [0.458609, -0.261345, -4.428076], [0.884431, 0.648192, -5.817356], [0.673799, -1.643636, -4.393876], [1.416149, -2.419353, -5.730994], [0.312441, -2.395213, -3.268185], [0.691282, -4.071762, -3.172939], [-2.109137, -1.130643, 4.295661], [-2.426935, -2.042661, 3.157710], [-2.479177, -1.207736, 1.874120], [-1.224952, -0.515482, 1.663525], [-0.894752, 0.366149, 2.764602], [-0.817898, -0.415177, 4.082991], [-2.086673, -1.655680, 5.177359], [-2.858898, -0.427993, 4.369981], [-3.382011, -2.536759, 3.342688], [-1.644022, -2.803016, 3.084778], [-3.290153, -0.469612, 1.947674], [-2.683186, -1.865337, 1.021972], [-0.448772, -1.159011, 1.474446], [-1.649793, 1.160148, 2.828286], [0.071644, 0.846821, 2.569495], [-0.629492, 0.245879, 4.930136], [-0.014960, -1.152244, 4.018587]], "forces_ev_per_a": [[-0.39, -1.82, 0.44], [0.06, -0.33, 0.11], [0.09, 0.39, -0.16], [0.06, -0.06, 0.01], [-0.10, -0.01, -0.02], [0.10, 0.10, 0.03], [-0.12, -0.19, 0.13], [0.13, -0.50, 0.00], [0.36, 2.56, 0.12], [0.06, -1.05, 0.84], [2.35, -0.63, -0.33], [-0.90, -0.51, 0.14], [-1.32, 1.39, 0.16], [1.78, 0.69, 0.14], [-1.37, 0.10, -0.03], [1.24, 0.75, 0.16], [0.39, -1.33, -0.29], [-1.79, 0.35, 0.05], [-0.46, 1.25, 0.30], [0.03, 0.14, 0.00], [-0.01, -0.11, 0.03], [0.11, -0.10, -0.06], [0.13, 0.08, -0.02], [-0.03, 0.15, -0.11], [0.01, -0.05, 0.03], [0.06, 0.01, 0.02], [-0.04, 0.10, 0.04], [-0.16, -0.09, -0.05], [-0.04, 0.16, 0.03], [-0.29, -0.91, 0.36], [0.13, 0.85, -0.86], [0.24, -0.92, -2.24], [-0.30, -0.09, 0.37], [0.03, 0.47, -0.64], [0.07, -0.07, -0.02], [0.02, 0.03, 0.05], [0.02, 0.02, 0.05], [-0.03, -0.03, 0.04], [0.09, -0.15, -0.04], [-0.14, 0.04, 0.04], [-0.24, -0.08, 0.42], [-0.34, -0.27, -0.76], [-0.21, -0.45, 0.33], [0.15, -0.43, 0.09], [0.25, 0.23, 0.51], [0.60, 0.64, -0.37], [-0.06, 0.16, -0.16], [0.16, -0.24, 0.10], [0.08, 0.08, 0.14], [-0.03, 0.15, 0.20], [0.13, -0.06, -0.16], [-0.09, 0.12, 0.24], [-0.05, -0.21, 0.51], [0.08, -0.05, -0.09], [-0.20, -0.09, 0.08], [-0.10, -0.10, -0.02], [-0.17, -0.10, 0.14]]}